Computed, not measured: 2 unconnected molecules or ions with the total composition C12H20Cl2IN2O2P, with wB97M-V/def2-TZVPD.

Structure (XYZ):
```
40
Properties=species:S:1:pos:R:3:lowdin_charge:R:1
C -1.344 3.558 0.833 -0.3023
O -2.160 2.407 0.436 -0.2557
C -2.484 2.478 -0.952 -0.2371
C -1.197 2.145 -1.838 -0.1565
C -0.503 0.937 -1.091 -0.1996
C 0.569 0.186 -1.967 -0.1139
C 1.366 -0.742 -0.977 -0.1459
C 0.497 -1.593 -0.172 0.1097
C 1.233 -2.431 0.796 -0.1033
C 0.519 -3.377 1.781 -0.1365
C -0.632 -2.515 2.488 -0.2685
C -2.029 -2.653 1.770 -0.6680
I -3.246 -4.279 2.533 0.7484
C 2.693 -2.196 0.701 -0.5493
Cl 3.678 -3.133 1.880 0.6935
N 3.404 -1.433 -0.082 0.0481
N 2.713 -0.684 -0.946 -0.1531
P 3.743 0.373 -1.964 0.7956
O 3.768 -0.173 -3.347 -0.3933
H -1.697 4.428 0.252 -0.0535
H -1.496 3.720 1.920 -0.0047
H -0.234 3.354 0.700 0.0755
H -3.181 1.609 -1.121 0.1211
H -2.940 3.459 -1.224 0.1304
H -1.578 1.816 -2.838 0.1143
H -0.556 3.055 -1.882 0.1156
H -1.347 0.278 -0.757 0.1117
H 0.018 1.398 -0.211 0.1142
H 0.000 -0.523 -2.631 0.1446
H 1.208 0.835 -2.599 0.0880
H -0.604 -1.620 -0.261 0.1179
H 1.209 -3.778 2.556 0.0905
H -0.013 -4.160 1.191 0.1312
H -0.389 -1.421 2.507 0.1205
H -0.791 -2.862 3.543 0.0970
H -1.970 -2.793 0.666 0.0291
H -2.600 -1.711 1.962 0.0587
H 3.111 1.658 -1.995 0.0499
H 5.056 0.447 -1.404 0.0506
Cl -1.793 5.939 1.744 -0.4150
```

***

Computed, not measured: 2 unconnected molecules or ions with the total composition C6H19N2O, with wB97M-V/def2-TZVPD.

For the energy relative to the best compared isomer or geometry (same formula, charge and spin), the calculation gives 25.3 kJ/mol. The charge is +1.

Structure (XYZ):
```
28
Properties=species:S:1:pos:R:3:lowdin_charge:R:1
C 0.498 -1.321 0.835 -0.1840
N -0.239 -0.070 0.877 -0.0629
C -1.688 -0.185 0.599 -0.4465
C -2.226 1.139 0.111 -0.0453
C -2.454 -0.700 1.810 -0.0536
C 1.141 -1.445 -0.555 -0.1202
N 1.660 -0.109 -0.945 -0.0236
C 3.082 0.119 -0.574 0.0139
H 1.216 -1.377 1.638 0.1262
H -0.186 -2.177 0.914 0.1261
H -0.056 0.420 1.742 0.1316
H -1.768 -0.946 -0.188 0.1400
H -3.262 0.988 -0.174 0.0892
H -2.200 1.862 0.918 0.0893
H -1.688 1.490 -0.766 0.0525
H -2.549 0.050 2.593 0.0857
H -3.483 -0.978 1.528 0.0953
H -2.018 -1.605 2.231 0.0744
H 1.943 -2.190 -0.544 0.1334
H 0.410 -1.815 -1.265 0.1298
H 1.506 -0.009 -1.947 0.1573
H 0.992 0.517 -0.445 0.1201
H 3.463 -0.683 0.041 0.0967
H 3.178 1.073 -0.053 0.1074
H 3.678 0.205 -1.483 0.1064
H -0.422 2.449 -2.337 0.0546
H 0.970 3.030 -2.464 0.0592
O 0.504 2.268 -2.096 -0.0529
```

***

Computed, not measured: a molecular structure, C30H27AsGaI2NO2Te, with wB97M-V/def2-TZVPD.

For the energy relative to the best compared isomer or geometry (same formula, charge and spin), the calculation gives 0.0 kJ/mol.

Structure (XYZ):
```
65
Properties=species:S:1:pos:R:3:lowdin_charge:R:1
Ga -2.094 -1.122 0.764 0.2181
I -1.107 -4.837 -2.618 0.9414
C -1.491 -4.921 -0.581 -0.6545
C -1.422 -6.150 0.105 -0.2139
C -1.634 -6.237 1.453 -0.6736
I -1.523 -8.102 2.379 0.9278
C -1.911 -5.063 2.200 -0.1998
C -2.138 -4.991 3.592 -0.0179
C -2.381 -3.787 4.195 -0.0220
C -2.386 -2.618 3.420 -0.0637
N -2.174 -2.662 2.125 0.0585
C -1.963 -3.845 1.498 -0.1394
C -1.787 -3.747 0.081 -0.4412
O -1.881 -2.575 -0.486 -0.1534
H -1.195 -7.043 -0.461 0.0804
H -2.119 -5.901 4.177 0.0690
H -2.567 -3.722 5.257 0.1132
H -2.570 -1.641 3.849 0.1326
O -3.109 0.217 1.048 -0.6411
Te -2.546 1.876 -0.882 1.4292
C -1.816 3.200 -2.415 -0.5576
C -2.220 4.533 -2.463 -0.1529
C -1.750 5.384 -3.453 -0.0935
C -0.873 4.911 -4.421 -0.0998
C -0.473 3.584 -4.395 -0.0965
C -0.944 2.737 -3.398 -0.1589
C -1.258 2.757 0.567 -0.4872
C -0.204 3.592 0.202 -0.1470
C 0.604 4.176 1.172 -0.1013
C 0.370 3.937 2.518 -0.1112
C -0.684 3.111 2.885 -0.1019
C -1.495 2.524 1.923 -0.1540
H -2.904 4.911 -1.712 0.0947
H -2.072 6.418 -3.472 0.0995
H -0.508 5.574 -5.195 0.0978
H 0.205 3.205 -5.151 0.0990
H -0.627 1.700 -3.393 0.0798
H -0.015 3.810 -0.841 0.0858
H 1.417 4.824 0.867 0.1012
H 0.995 4.398 3.272 0.0975
H -0.889 2.931 3.934 0.1005
H -2.318 1.875 2.199 0.0701
C 1.456 0.318 1.754 -0.2367
As 0.436 -0.851 0.607 1.1993
C 1.385 -2.533 0.788 -0.2432
C 0.875 -0.330 -1.226 -0.2868
C 2.325 -0.012 -1.413 -0.3064
C 2.785 1.287 -1.204 -0.0497
C 4.131 1.588 -1.341 -0.0750
C 5.038 0.595 -1.686 -0.0913
C 4.588 -0.700 -1.902 -0.0823
C 3.240 -1.000 -1.767 -0.0602
H 2.510 0.261 1.483 0.0398
H 1.316 -0.002 2.785 0.0394
H 1.095 1.338 1.649 0.0066
H 2.444 -2.374 0.585 0.0314
H 0.981 -3.255 0.080 0.0274
H 1.263 -2.915 1.801 0.0367
H 0.232 0.522 -1.442 0.0250
H 0.544 -1.167 -1.844 0.0867
H 2.077 2.065 -0.938 0.1051
H 4.473 2.603 -1.181 0.1048
H 6.088 0.830 -1.795 0.1007
H 5.286 -1.477 -2.184 0.1027
H 2.890 -2.010 -1.953 0.1123
```

***

Computed, not measured: a single C4H4O2 molecule, with wB97M-V/def2-TZVPD.

For the energy relative to the best compared isomer or geometry (same formula, charge and spin), the calculation gives 449.4 kJ/mol.

Structure (XYZ):
```
10
Properties=species:S:1:pos:R:3:lowdin_charge:R:1
O -2.190 0.819 -0.204 0.0437
C -1.709 -0.443 -0.278 -0.2425
O -0.463 -0.618 -0.022 0.0331
C 0.469 0.320 0.130 -0.1604
C 1.796 -0.102 0.329 -0.1495
C 2.952 -0.418 0.512 0.0938
H -2.352 -1.308 -0.154 0.1363
H -2.640 1.098 -1.015 0.1219
H 0.162 1.353 0.059 0.1063
H 3.974 -0.702 0.643 0.0175
```

***

Orbital gap list, top to bottom, in eV: 2.087 10.479 6.085 7.019